# 1
The following is a quantum chemistry calculation of a structure of composition C17H24AlF3O11S in a non-equilibrium geometry, from OMol25.

```
57
Properties=species:S:1:pos:R:3:nbo_charge:R:1
Al -0.70 -1.24 -0.85 1.39
C -1.24 -6.62 -0.21 0.79
F 0.05 -6.46 -0.57 -0.31
F -1.75 -6.85 -1.39 -0.28
F -1.27 -7.71 0.65 -0.28
S -1.92 -4.96 0.63 2.21
O -1.28 -3.80 0.06 -0.85
O -3.40 -4.93 0.50 -0.73
O -1.53 -5.11 2.03 -0.67
O 0.39 0.83 1.01 -0.59
C 0.59 1.15 2.22 0.81
O 0.80 0.22 3.10 -0.45
C 1.09 0.74 4.47 -0.06
C 0.80 2.20 4.24 -0.45
C 0.87 2.54 2.68 -0.51
H 2.17 0.59 4.45 0.21
H 0.40 0.23 5.14 0.24
H 1.31 2.88 4.92 0.26
H -0.24 2.29 4.58 0.23
H 1.85 2.97 2.45 0.26
H 0.08 3.18 2.29 0.26
O -3.60 -1.47 -0.54 -0.60
C -4.77 -1.24 -0.18 0.83
O -5.06 -0.34 0.78 -0.43
C -6.43 -0.30 0.93 -0.09
C -7.02 -0.92 -0.28 -0.40
C -5.95 -1.92 -0.63 -0.54
H -6.73 0.74 0.85 0.22
H -6.78 -0.95 1.74 0.20
H -6.99 -0.12 -1.02 0.21
H -8.02 -1.34 -0.23 0.26
H -5.95 -2.31 -1.65 0.27
H -6.04 -2.79 0.02 0.27
O 0.50 1.30 -1.86 -0.65
C 1.05 2.39 -2.27 0.84
O 1.08 2.96 -3.47 -0.44
C 1.88 4.13 -3.56 -0.07
C 2.44 4.34 -2.24 -0.44
C 1.71 3.40 -1.31 -0.51
H 1.25 5.01 -3.73 0.21
H 2.70 4.02 -4.28 0.22
H 2.62 5.33 -1.83 0.25
H 3.43 3.89 -2.36 0.20
H 0.78 3.89 -1.04 0.24
H 2.13 3.00 -0.39 0.24
O 2.11 -0.63 -0.43 -0.53
C 3.17 -0.41 -0.90 0.84
O 3.51 -0.24 -2.24 -0.46
C 4.86 -0.06 -2.41 -0.07
C 5.43 -0.40 -1.12 -0.46
C 4.44 -0.08 -0.06 -0.50
H 5.15 0.94 -2.72 0.19
H 5.02 -0.73 -3.26 0.22
H 6.34 0.11 -0.81 0.25
H 5.63 -1.47 -1.09 0.23
H 4.63 0.89 0.39 0.25
H 4.36 -0.75 0.80 0.25
```

Computed properties:
**Frontier orbital gap**: 0.10691 Ha
**Charge**: +2
**Spin multiplicity**: 1

# 2
The following is a quantum chemistry calculation of a structure of composition C17H24AuN7O2P2 in a non-equilibrium geometry, from OMol25.

```
53
Properties=species:S:1:pos:R:3:nbo_charge:R:1
Au 0.04 0.11 -0.05 0.88
O -1.87 -1.06 -0.55 -0.35
N -2.67 -1.25 0.37 0.21
N -2.29 -1.00 1.60 0.22
O -1.16 -0.47 1.87 -0.45
C -3.21 -1.27 2.61 0.13
C -2.82 -1.04 3.94 -0.18
C -3.70 -1.32 4.96 -0.19
C -4.97 -1.82 4.68 -0.09
C -5.35 -2.07 3.36 -0.20
C -4.48 -1.80 2.32 -0.17
H -1.83 -0.67 4.15 0.25
H -3.40 -1.16 5.99 0.25
H -5.66 -2.03 5.48 0.24
H -6.33 -2.47 3.14 0.25
H -4.77 -1.98 1.30 0.26
C 2.94 0.36 2.26 -0.95
P 2.04 1.09 0.86 1.00
C 1.65 2.79 1.36 -0.95
C 3.21 1.26 -0.51 -0.37
C 4.47 1.82 -0.27 -0.17
C 5.33 2.06 -1.33 -0.16
C 4.96 1.73 -2.63 -0.18
C 3.73 1.14 -2.87 -0.13
C 2.85 0.89 -1.81 -0.38
P 1.27 0.06 -2.13 0.99
C 0.61 0.76 -3.68 -0.96
C 1.66 -1.67 -2.54 -0.95
H 3.67 1.07 2.67 0.26
H 3.45 -0.54 1.92 0.27
H 2.23 0.09 3.04 0.27
H 2.55 3.30 1.71 0.26
H 0.90 2.77 2.15 0.26
H 1.26 3.33 0.49 0.25
H 4.77 2.07 0.73 0.23
H 6.30 2.50 -1.14 0.25
H 5.63 1.93 -3.45 0.25
H 3.45 0.87 -3.87 0.22
H 1.10 0.31 -4.53 0.27
H 0.75 1.84 -3.69 0.26
H -0.46 0.53 -3.73 0.27
H 2.38 -1.71 -3.36 0.26
H 0.73 -2.16 -2.83 0.27
H 2.07 -2.17 -1.66 0.26
N -2.34 4.83 1.37 -0.60
N -1.98 3.88 0.51 0.20
N -1.62 4.15 -0.72 -0.25
C -1.21 2.99 -1.17 0.12
N -1.32 2.05 -0.23 -0.42
N -1.81 2.63 0.84 -0.07
H -2.51 5.72 0.92 0.42
H -3.03 4.55 2.06 0.41
H -0.84 2.83 -2.16 0.22
```

Computed properties:
**Frontier orbital gap (spin up / spin down)**: 0.27370 / 0.23096 Ha
**Charge**: +2
**Energy above the lowest of the compared OMol25 structures with the same formula, charge and spin**: 65.08 kJ/mol
**Spin multiplicity**: 3

# 3
The following is a quantum chemistry calculation of a structure of composition C17H24BCdN3O5 in a non-equilibrium geometry, from OMol25.

```
51
Properties=species:S:1:pos:R:3:nbo_charge:R:1
C -4.32 -3.29 -1.94 -0.29
C -3.52 -3.17 -0.85 -0.31
C -2.46 -2.04 -0.93 0.26
N -1.23 -2.38 -1.44 -0.31
C -0.44 -1.27 -1.47 0.13
C 0.96 -1.46 -2.02 -0.01
C 1.93 -0.41 -2.15 -0.04
C 3.36 -0.67 -2.73 -0.46
C 3.84 -2.14 -2.39 -0.07
O 3.81 -2.25 -0.95 -0.72
C 1.53 0.94 -1.72 0.19
C 2.57 2.07 -1.83 -0.70
C 0.16 1.18 -1.17 0.05
C -0.28 2.61 -0.73 -0.14
O 0.52 3.13 0.32 -0.49
C 0.19 2.48 1.53 0.23
O 1.38 2.49 2.32 -0.48
C 1.23 1.54 3.37 -0.04
C 2.10 1.97 4.64 -0.08
O 2.62 0.77 5.22 -0.68
C -0.80 0.07 -1.04 0.12
N -2.04 0.36 -0.48 -0.39
C -2.87 -0.71 -0.43 -0.12
B -4.36 -0.50 0.20 1.09
N -4.63 -1.16 1.51 -1.10
O -5.32 0.27 -0.42 -0.85
H -5.28 -3.84 -1.93 0.24
H -4.02 -2.76 -2.88 0.21
H -3.64 -3.82 0.04 0.25
H 1.26 -2.48 -2.36 0.25
H 3.42 -0.44 -3.82 0.26
H 4.07 0.00 -2.18 0.24
H 3.19 -2.91 -2.87 0.17
H 4.90 -2.22 -2.75 0.21
H 3.39 -3.10 -0.74 0.48
H 3.47 1.75 -1.24 0.27
H 2.20 3.01 -1.34 0.26
H 2.86 2.32 -2.88 0.28
H -1.35 2.65 -0.40 0.23
H -0.23 3.26 -1.66 0.26
H -0.11 1.40 1.35 0.11
H -0.65 3.05 2.03 0.18
H 1.53 0.51 3.02 0.21
H 0.09 1.51 3.62 -0.04
H 2.98 2.56 4.29 0.25
H 1.45 2.50 5.38 0.20
H 1.89 0.20 5.51 0.46
H -4.14 -0.70 2.27 0.37
H -4.31 -2.13 1.52 0.39
H -5.82 0.76 0.26 0.52
Cd -1.08 0.51 3.35 0.94
```

Computed properties:
**Frontier orbital gap**: 0.10664 Ha
**Charge**: +2
**Spin multiplicity**: 1

# 4
The following is a quantum chemistry calculation of a structure of composition C17H24BN3O9Pb3 in a non-equilibrium geometry, from OMol25.

```
57
Properties=species:S:1:pos:R:3:nbo_charge:R:1
Pb 2.38 1.21 -3.76 1.68
Pb 1.16 -2.71 -3.50 1.63
Pb 4.08 -1.49 -1.06 1.67
O 1.87 -6.28 -1.21 -0.48
C 1.72 -5.66 -0.20 0.67
O 1.66 -6.11 1.02 -0.58
B 1.22 -5.06 1.97 1.15
O 0.92 -3.91 1.03 -0.55
C 1.21 -4.20 -0.17 0.76
O 1.16 -3.39 -1.11 -0.85
O 2.23 -4.72 2.96 -0.65
C 1.75 -5.05 4.17 0.69
O 2.30 -4.99 5.20 -0.35
C 0.20 -5.42 3.97 0.69
O 0.03 -5.52 2.66 -0.61
O -0.59 -5.62 4.81 -0.33
C 0.90 -0.11 -0.80 -0.28
O 1.83 -0.54 -1.84 -1.16
H 0.39 0.79 -1.14 0.21
H 0.25 -0.93 -0.50 0.23
H 1.42 0.13 0.13 0.19
C -4.00 3.01 -0.99 -0.63
C -2.90 1.95 -1.07 -0.36
C -3.37 0.48 -1.08 -0.49
C -4.55 0.19 -1.88 0.23
N -5.50 -0.01 -2.49 -0.24
H -4.83 2.59 -1.55 0.25
H -3.59 3.98 -1.26 0.22
H -4.42 3.09 0.02 0.24
H -2.04 2.04 -0.40 0.18
H -2.33 1.99 -2.02 0.15
H -3.62 0.18 -0.06 0.26
H -2.56 -0.11 -1.52 0.19
C -0.13 -1.34 3.36 -0.64
C 1.22 -1.10 4.02 -0.37
C 2.14 -0.19 3.12 -0.58
C 2.83 -0.98 2.12 0.60
N 3.37 -1.64 1.34 -0.67
H -0.61 -0.38 3.11 0.22
H -0.89 -1.77 4.02 0.27
H 0.03 -1.99 2.51 0.20
H 1.72 -2.08 4.03 0.21
H 1.34 -0.78 5.05 0.27
H 2.88 0.22 3.81 0.32
H 1.63 0.67 2.69 0.28
C 0.73 5.71 -2.12 -0.63
C -0.54 5.79 -3.00 -0.39
C -0.49 4.75 -4.13 -0.58
C -0.06 3.43 -3.72 0.65
N 0.26 2.37 -3.36 -0.72
H 1.62 5.53 -2.73 0.19
H 0.67 4.97 -1.32 0.20
H 0.90 6.68 -1.66 0.28
H -0.51 6.80 -3.40 0.27
H -1.46 5.75 -2.42 0.25
H 0.29 5.07 -4.84 0.31
H -1.36 4.74 -4.79 0.34
```

Computed properties:
**Frontier orbital gap**: 0.06285 Ha
**Charge**: +4
**Spin multiplicity**: 1

# 5
The following is a quantum chemistry calculation of a structure of composition C17H24CaN7Se, from OMol25.

```
50
Properties=species:S:1:pos:R:3:nbo_charge:R:1
Ca 0.15 0.14 -0.33 1.71
C 2.27 -2.45 -0.40 -0.23
C 1.02 -3.03 -1.05 -0.24
N 0.23 -1.99 -1.73 -0.68
C -1.17 -2.38 -1.92 -0.27
C -1.88 -2.45 -0.59 0.23
C -2.84 -3.41 -0.30 -0.25
C -3.39 -3.43 0.97 -0.12
C -2.95 -2.53 1.92 -0.25
C -1.99 -1.59 1.56 0.22
C -1.48 -0.56 2.54 -0.27
N -0.19 0.03 2.17 -0.70
C 0.99 -0.65 2.71 -0.23
C 1.49 -1.82 1.86 -0.24
N 1.95 -1.37 0.54 -0.70
N -1.49 -1.55 0.32 -0.56
H 2.93 -2.03 -1.17 0.21
H 2.83 -3.26 0.08 0.20
H 0.39 -3.47 -0.29 0.20
H 1.31 -3.84 -1.73 0.21
H 0.63 -1.77 -2.64 0.39
H -1.28 -3.34 -2.44 0.20
H -1.64 -1.61 -2.54 0.25
H -3.13 -4.13 -1.05 0.24
H -4.14 -4.17 1.23 0.24
H -3.34 -2.55 2.93 0.23
H -1.44 -1.02 3.54 0.20
H -2.22 0.24 2.60 0.23
H -0.15 1.00 2.45 0.42
H 0.80 -1.02 3.72 0.20
H 1.79 0.10 2.78 0.21
H 0.68 -2.54 1.71 0.20
H 2.28 -2.34 2.41 0.20
H 2.76 -0.78 0.67 0.38
C -0.42 1.52 -2.29 -1.43
H 0.47 1.91 -2.80 0.18
H -1.02 2.42 -2.08 0.20
H -0.98 1.03 -3.11 0.19
Se 3.24 2.41 -1.28 1.04
N 3.34 4.07 -0.68 -0.56
C 2.54 4.15 0.37 0.06
C 2.31 5.33 1.14 -0.12
C 1.45 5.23 2.17 -0.26
C 0.82 3.97 2.46 0.12
N 0.99 2.87 1.80 -0.48
C 1.86 2.94 0.74 0.27
N 2.11 1.88 -0.01 -0.73
H 2.82 6.25 0.87 0.25
H 1.21 6.08 2.80 0.24
H 0.13 3.94 3.30 0.20
```

Computed properties:
**Frontier orbital gap**: 0.20643 Ha
**Charge**: +1
**Spin multiplicity**: 1

# 6
The following is a quantum chemistry calculation of a structure of composition C17H24Cl2O5SV in a non-equilibrium geometry, from OMol25.

```
50
Properties=species:S:1:pos:R:3:nbo_charge:R:1
C 0.33 -1.21 -2.15 -0.01
C 1.19 -0.07 -2.32 -0.06
C 0.39 1.13 -2.21 -0.11
C 2.63 -0.14 -2.68 -0.68
C -0.99 0.69 -2.08 -0.11
C -1.01 -0.74 -2.08 -0.05
C -2.25 -1.58 -2.04 -0.62
C 0.74 -2.63 -2.03 -0.66
C 0.82 2.54 -2.36 -0.67
C -2.19 1.58 -2.15 -0.62
V 0.21 0.18 -0.22 1.26
Cl 2.80 1.87 -0.04 -0.80
Cl 1.99 -0.85 0.64 -0.38
O -0.33 1.77 0.52 -0.92
H 3.08 -1.10 -2.38 0.21
H 3.14 0.62 -2.06 0.29
H 2.84 0.14 -3.72 0.19
H 1.76 2.71 -1.80 0.30
H 0.09 3.23 -1.93 0.22
H 1.00 2.72 -3.43 0.18
H -1.98 2.54 -1.66 0.23
H -3.05 1.13 -1.64 0.21
H -2.44 1.77 -3.21 0.19
H -3.04 -1.05 -1.50 0.22
H -2.07 -2.52 -1.52 0.22
H -2.64 -1.82 -3.04 0.19
H 1.69 -2.71 -1.50 0.24
H 0.82 -3.18 -2.98 0.19
H 0.00 -3.15 -1.42 0.22
H -0.11 1.58 1.50 0.50
O -0.99 -1.02 0.55 -0.97
H -1.11 -0.91 1.54 0.49
C 0.84 2.21 8.99 -0.64
C 0.54 1.61 7.67 0.04
C 0.56 0.20 7.56 -0.27
C 0.36 -0.39 6.33 -0.16
C 0.11 0.44 5.24 -0.32
C 0.04 1.83 5.31 -0.17
C 0.27 2.42 6.56 -0.26
S 0.05 -0.29 3.61 2.43
O 1.03 -1.33 3.76 -0.98
O -1.34 -0.70 3.37 -1.01
O 0.45 0.84 2.77 -1.01
H 0.11 1.89 9.74 0.20
H 1.82 1.85 9.33 0.20
H 0.85 3.29 8.92 0.20
H 0.76 -0.41 8.43 0.19
H 0.40 -1.47 6.23 0.23
H -0.16 2.42 4.41 0.25
H 0.24 3.51 6.65 0.19
```

Computed properties:
**Frontier orbital gap (spin up / spin down)**: 0.20063 / 0.20095 Ha
**Charge**: -2
**Spin multiplicity**: 2

# 7
The following is a quantum chemistry calculation of the molecule C17H24ClNO3 in a non-equilibrium geometry, from OMol25.

```
46
Properties=species:S:1:pos:R:3:nbo_charge:R:1
C 5.42 3.33 -4.00 -0.61
C 4.06 2.58 -4.13 -0.06
O 4.01 1.86 -2.86 -0.51
C 2.92 1.10 -2.70 0.78
O 2.07 0.90 -3.54 -0.65
C 2.67 0.70 -1.26 -0.47
C 1.85 -0.35 -0.89 0.30
C 1.87 -0.71 0.62 -0.67
N 0.87 -0.99 -1.71 -0.61
C -0.20 -1.81 -1.25 -0.24
C -1.22 -1.06 -0.49 -0.09
C -1.29 -1.23 0.90 -0.16
C -2.44 -0.83 1.55 -0.01
C -2.57 -1.08 3.17 -0.08
C -2.14 -2.48 3.49 -0.62
C -4.01 -0.76 3.66 -0.61
C -1.53 -0.10 3.76 -0.61
C -3.26 0.11 0.86 -0.22
C -2.96 0.50 -0.40 -0.18
Cl -3.89 1.56 -1.25 0.05
C -2.03 -0.12 -1.08 0.32
O -1.73 0.20 -2.37 -0.68
H 6.25 2.70 -3.94 0.21
H 5.23 3.95 -3.15 0.21
H 5.55 3.90 -4.86 0.20
H 4.10 1.95 -4.93 0.18
H 3.17 3.22 -4.21 0.19
H 3.38 1.08 -0.55 0.21
H 2.83 -0.45 1.10 0.23
H 1.08 -0.05 1.06 0.24
H 1.77 -1.79 0.78 0.21
H 0.74 -0.49 -2.59 0.44
H 0.18 -2.57 -0.59 0.20
H -0.65 -2.33 -2.12 0.23
H -0.37 -1.68 1.33 0.22
H -3.01 -3.11 3.79 0.21
H -1.43 -2.61 4.25 0.21
H -1.75 -3.05 2.61 0.22
H -4.15 -0.85 4.73 0.22
H -4.38 0.24 3.29 0.21
H -4.73 -1.53 3.25 0.21
H -1.76 0.26 4.88 0.21
H -0.57 -0.55 3.87 0.21
H -1.50 0.87 3.18 0.22
H -4.22 0.40 1.21 0.22
H -2.20 1.15 -2.50 0.49
```

Computed properties:
**Frontier orbital gap**: 0.31346 Ha
**Charge**: 0
**Energy above the lowest of the compared OMol25 structures with the same formula, charge and spin**: 276.65 kJ/mol
**SMILES string**: CCOC(=O)/C=C(/C)NCc1cc(C(C)(C)C)cc(Cl)c1O
**Spin multiplicity**: 1

# 8
The following is a quantum chemistry calculation of a structure of composition C17H24F5FeO3S3Sb in a non-equilibrium geometry, from OMol25.

```
54
Properties=species:S:1:pos:R:3:nbo_charge:R:1
Fe -0.53 -0.77 -0.17 0.71
C -1.52 -4.54 2.43 -0.65
C -0.92 -3.31 1.79 -0.21
S -1.35 -2.98 0.20 -0.01
C -0.05 -2.48 2.50 -0.18
C 0.41 -2.85 3.89 -0.65
S 0.58 -1.05 1.86 -0.05
H -2.24 -5.00 1.76 0.23
H -2.03 -4.29 3.36 0.21
H -0.75 -5.28 2.66 0.21
H -0.16 -3.67 4.32 0.21
H 0.34 -1.99 4.56 0.22
H 1.46 -3.15 3.87 0.22
C -0.62 -3.20 -3.13 -0.90
S 0.12 -1.65 -2.76 2.39
O 0.78 -1.22 -3.98 -0.99
O -0.98 -0.75 -2.31 -1.01
O 1.01 -1.85 -1.61 -1.00
H -1.05 -3.14 -4.13 0.23
H -1.38 -3.43 -2.40 0.25
H 0.17 -3.96 -3.10 0.24
C 2.78 2.48 1.33 -0.62
C 1.98 2.93 0.10 -0.75
Sb 1.20 1.27 -1.02 1.15
C -0.06 2.39 -2.36 -0.74
C 0.38 3.83 -2.62 -0.62
C 2.83 1.10 -2.40 -0.75
C 3.97 0.22 -1.87 -0.62
H 3.15 3.33 1.91 0.19
H 3.65 1.88 1.05 0.20
H 2.18 1.87 2.00 0.22
H 2.58 3.53 -0.57 0.20
H 1.12 3.52 0.41 0.23
H -1.07 2.35 -1.93 0.22
H -0.08 1.81 -3.28 0.23
H 0.36 4.44 -1.72 0.20
H -0.28 4.31 -3.35 0.20
H 1.39 3.87 -3.03 0.19
H 3.16 2.12 -2.60 0.20
H 2.41 0.67 -3.31 0.25
H 4.37 0.59 -0.92 0.19
H 4.80 0.18 -2.58 0.19
H 3.61 -0.80 -1.70 0.23
F -0.74 2.20 0.96 -0.35
C -1.90 1.54 1.22 0.29
C -2.11 0.24 0.79 -0.43
C -3.34 -0.25 1.18 0.35
F -3.78 -1.47 0.81 -0.33
C -4.27 0.45 1.93 0.23
F -5.46 -0.09 2.26 -0.31
C -3.99 1.74 2.34 0.25
F -4.88 2.44 3.06 -0.31
C -2.78 2.29 1.97 0.25
F -2.49 3.55 2.36 -0.31
```

Computed properties:
**Frontier orbital gap (spin up / spin down)**: 0.26129 / 0.25892 Ha
**Charge**: -1
**Spin multiplicity**: 2

# 9
The following is a quantum chemistry calculation of a cluster of 3 separate species, C17H24FN2O10 in total in a non-equilibrium geometry, from OMol25.

```
54
Properties=species:S:1:pos:R:3:nbo_charge:R:1
C 1.76 0.36 -3.42 -0.47
C 2.30 -0.83 -2.99 -0.11
C 1.41 -2.00 -2.38 -0.09
C 2.44 -3.19 -2.12 0.73
O 2.10 -4.39 -2.21 -0.76
O 3.67 -2.93 -1.77 -0.78
C 0.33 -2.33 -3.47 0.25
F 0.96 -2.67 -4.70 -0.38
C -0.74 -3.39 -3.05 -0.46
C -1.49 -3.84 -4.39 -0.61
N 0.84 -1.47 -1.11 -0.29
C 0.61 -2.55 -0.11 -0.25
C -0.44 -2.13 1.03 -0.43
C 0.27 -2.16 2.45 -0.06
O 1.45 -1.36 2.52 -0.73
N 1.79 -0.59 -0.46 -0.39
C 1.26 0.47 -0.15 0.89
O 0.88 1.54 0.12 -0.56
H 2.46 1.21 -3.58 0.19
H 0.66 0.49 -3.59 0.18
H 3.40 -0.94 -3.13 0.25
H -0.23 -1.37 -3.69 0.15
H -1.53 -2.99 -2.37 0.20
H -0.32 -4.32 -2.60 0.25
H -0.84 -4.63 -4.87 0.21
H -2.47 -4.34 -4.15 0.19
H -1.58 -2.99 -5.11 0.20
H 1.56 -2.82 0.44 0.22
H 0.23 -3.50 -0.56 0.24
H -1.35 -2.79 1.00 0.21
H -0.80 -1.07 0.88 0.19
H 0.58 -3.23 2.61 0.17
H -0.43 -1.80 3.26 0.16
H 1.24 -0.44 2.74 0.47
C -1.90 2.27 1.15 -0.12
C -2.36 3.59 0.61 -0.10
O -3.43 3.23 -0.26 -0.50
C -3.91 2.03 0.18 0.97
O -4.91 1.52 -0.22 -0.58
O -3.10 1.48 1.12 -0.49
H -1.52 2.35 2.16 0.22
H -1.15 1.80 0.52 0.21
H -2.74 4.26 1.39 0.17
H -1.57 4.11 0.05 0.20
C 1.43 4.69 4.62 -0.10
C 0.29 4.97 3.69 -0.10
O -0.19 3.66 3.38 -0.50
C 0.18 2.84 4.39 0.97
O -0.20 1.72 4.52 -0.56
O 1.05 3.46 5.23 -0.48
H 1.57 5.47 5.37 0.20
H 2.38 4.54 4.09 0.19
H -0.52 5.53 4.17 0.18
H 0.60 5.50 2.79 0.21
```

Computed properties:
**Frontier orbital gap**: 0.21326 Ha
**Charge**: -1
**Energy above the lowest of the compared OMol25 structures with the same formula, charge and spin**: 0.00 kJ/mol
**Spin multiplicity**: 1